One molecule with the formula C28H33N3O5S2 at a distorted geometry. Source: the Open Molecules 2025 dataset; level of theory: wB97M-V/def2-TZVPD.

Summary:
SMILES string	CCN(CC)CCOC(=O)c1ccc(NC(=O)CCCN2C(=O)S/C(=C/c3ccc(OC)cc3)C2=S)cc1
gap between HOMO and LUMO	6.9	eV
E_HOMO	-7.83	eV
E	-2423.656382	a.u.
energy relative to the best compared isomer or geometry (same formula, charge and spin)	0.0	kcal/mol
F_max	1.34	eV/Å
LUMO	-0.9	eV

Structure (ORCA input):
```
! RIJCOSX wB97M-V def2-TZVPD def2/J DEFGRID3
* xyz 0 1
C 6.093 0.307 -2.819
H 6.875 0.678 -3.477
H 5.163 0.271 -3.381
H 6.353 -0.704 -2.512
C 5.965 1.230 -1.602
N 4.990 0.840 -0.599
C 5.341 -0.388 0.091
H 4.984 -1.290 -0.432
C 4.796 -0.416 1.525
H 4.856 0.580 1.966
H 5.375 -1.134 2.115
O 3.421 -0.780 1.590
C 3.137 -2.087 1.495
O 3.977 -2.951 1.413
C 1.679 -2.342 1.497
C 1.230 -3.634 1.226
C -0.118 -3.905 1.176
C -1.049 -2.890 1.406
C -0.603 -1.605 1.712
C 0.750 -1.335 1.744
H 1.091 -0.336 1.965
H -1.315 -0.821 1.904
N -2.401 -3.216 1.280
C -3.474 -2.377 1.241
O -3.415 -1.185 1.462
C -4.784 -3.068 0.889
C -5.577 -2.210 -0.099
H -5.589 -1.180 0.263
C -4.974 -2.248 -1.504
N -3.593 -1.806 -1.517
C -3.241 -0.487 -1.368
S -4.358 0.713 -1.449
C -1.812 -0.326 -1.301
C -1.050 0.756 -1.021
C -1.469 2.000 -0.423
C -2.436 2.039 0.585
C -2.796 3.229 1.179
C -2.206 4.425 0.769
C -1.216 4.390 -0.220
C -0.844 3.198 -0.790
H -0.086 3.188 -1.559
H -0.757 5.320 -0.517
O -2.501 5.649 1.266
C -3.512 5.761 2.241
H -3.593 6.825 2.459
H -3.247 5.224 3.157
H -4.471 5.393 1.866
H -3.538 3.217 1.961
H -2.886 1.121 0.928
H 0.008 0.664 -1.234
S -1.030 -1.866 -1.719
C -2.583 -2.719 -1.649
O -2.716 -3.913 -1.711
H -4.982 -3.266 -1.900
H -5.542 -1.588 -2.165
H -6.605 -2.566 -0.163
H -5.356 -3.171 1.814
H -4.607 -4.061 0.475
H -2.566 -4.184 1.033
H -0.464 -4.901 0.940
H 1.959 -4.408 1.043
H 6.429 -0.442 0.158
C 3.606 0.835 -1.048
C 3.148 2.194 -1.564
H 3.425 2.972 -0.858
H 2.065 2.192 -1.670
H 3.581 2.426 -2.533
H 3.425 0.064 -1.819
H 2.998 0.576 -0.179
H 5.711 2.237 -1.937
H 6.934 1.291 -1.096
*
```

---

A 2-piece molecular cluster, C4H14N2O overall at a distorted geometry. Source: the Open Molecules 2025 dataset; level of theory: wB97M-V/def2-TZVPD.

Summary:
SMILES string	CNCCCN.O
gap between HOMO and LUMO	9.6	eV
E_HOMO	-8.63	eV
E	-345.501884	a.u.
energy relative to the best compared isomer or geometry (same formula, charge and spin)	46.6	kcal/mol
F_max	3.21	eV/Å
LUMO	0.9	eV

Structure (ORCA input):
```
! RIJCOSX wB97M-V def2-TZVPD def2/J DEFGRID3
* xyz 0 1
C -1.677 0.452 0.632
C -0.968 -0.129 -0.590
C 0.517 -0.110 -0.643
C 2.346 1.325 -1.440
N 1.284 1.085 -0.451
N -1.112 -0.080 1.898
H -1.569 1.538 0.591
H -2.699 0.073 0.661
H -1.240 0.520 -1.454
H -1.456 -1.051 -0.894
H 0.970 -0.970 -0.102
H 0.755 -0.491 -1.661
H 2.030 1.293 -2.490
H 3.066 0.512 -1.292
H 2.801 2.271 -1.168
H 0.799 1.966 -0.313
H -0.136 -0.352 1.760
H -1.026 0.643 2.598
H -0.637 -3.517 1.206
H -0.757 -2.202 1.853
O -1.292 -2.778 1.300
*
```

---

A 2-piece molecular cluster, C5H6N2O2 overall at a distorted geometry. Source: the Open Molecules 2025 dataset; level of theory: wB97M-V/def2-TZVPD.

Summary:
gap between HOMO and LUMO (alpha / beta)	6.0 / 8.2	eV
E_HOMO (alpha / beta)	-5.32 / -10.34	eV
E	-453.923540	a.u.
energy relative to the best compared isomer or geometry (same formula, charge and spin)	20.1	kcal/mol
F_max	5.24	eV/Å
LUMO (alpha / beta)	0.7 / -2.1	eV

Structure (ORCA input):
```
! RIJCOSX wB97M-V def2-TZVPD def2/J DEFGRID3
* xyz 0 3
C 1.220 -1.863 -0.289
C 2.256 -0.922 -0.237
C 1.393 -1.208 1.707
C -0.863 2.213 1.044
C -2.490 0.302 1.347
N 0.733 -2.011 0.945
N -1.313 1.187 1.525
O -0.456 3.274 0.767
O 2.432 -0.552 1.017
H 0.682 -2.311 -1.174
H 3.011 -0.758 -1.017
H 1.101 -1.110 2.745
H -2.709 0.181 0.318
H -2.197 -0.752 1.688
H -3.404 0.631 1.735
*
```

---

One molecule with the formula C5H8O. Source: the Open Molecules 2025 dataset; level of theory: wB97M-V/def2-TZVPD.

Summary:
SMILES string	O[C@@]12CC[C@@H]1C2
gap between HOMO and LUMO	10.1	eV
E_HOMO	-9.08	eV
E	-270.473297	a.u.
energy relative to the best compared isomer or geometry (same formula, charge and spin)	53.1	kcal/mol
F_max	0.38	eV/Å
LUMO	1.1	eV

Structure (ORCA input):
```
! RIJCOSX wB97M-V def2-TZVPD def2/J DEFGRID3
* xyz 0 1
O -0.178 1.713 1.211
C -0.211 0.588 0.396
C -0.572 -0.707 1.082
C 0.724 -0.626 0.358
C 0.471 -0.739 -1.151
C -0.060 0.708 -1.121
H -1.036 1.730 1.657
H -0.434 -0.577 2.157
H -1.371 -1.403 0.832
H 1.698 -0.696 0.824
H 1.337 -0.943 -1.782
H -0.319 -1.459 -1.399
H 0.805 1.371 -1.261
H -0.853 1.039 -1.803
*
```

---

A 2-piece molecular cluster, C4H6FN2 overall at a distorted geometry. Source: the Open Molecules 2025 dataset; level of theory: wB97M-V/def2-TZVPD.

Summary:
gap between HOMO and LUMO	8.5	eV
E_HOMO	-13.78	eV
E	-364.939909	a.u.
energy relative to the best compared isomer or geometry (same formula, charge and spin)	116.9	kcal/mol
F_max	4.10	eV/Å
LUMO	-5.3	eV

Structure (ORCA input):
```
! RIJCOSX wB97M-V def2-TZVPD def2/J DEFGRID3
* xyz 1 1
C -2.185 -0.749 0.166
C -2.334 0.486 -0.012
C 1.533 0.949 0.359
C -0.682 1.628 -0.538
N -1.961 -1.956 -0.210
N 0.500 1.537 -0.350
F -3.136 1.506 0.240
H 2.006 -0.041 -0.200
H 1.331 0.536 1.422
H 2.196 1.824 0.559
H -2.332 -2.348 -1.070
H -1.837 -2.731 0.416
H -1.223 2.425 -0.950
*
```

---

C22H42LaNP3S2 as an isolated structure at a distorted geometry. Source: the Open Molecules 2025 dataset; level of theory: wB97M-V/def2-TZVPD.

Summary:
gap between HOMO and LUMO	4.6	eV
E_HOMO	-15.37	eV
E	-2769.181600	a.u.
energy relative to the best compared isomer or geometry (same formula, charge and spin)	47.1	kcal/mol
F_max	11.92	eV/Å
LUMO	-10.7	eV

Structure (ORCA input):
```
! RIJCOSX wB97M-V def2-TZVPD def2/J DEFGRID3
* xyz 3 1
La -0.771 0.766 -2.000
P -0.182 0.228 2.491
P 2.219 0.101 0.290
P 0.084 -3.835 0.365
H -5.179 -0.610 -4.310
C -4.847 -1.329 -3.538
C -5.092 -1.107 -2.248
H -5.665 -0.229 -1.905
C -0.584 1.971 2.886
C 1.166 -0.045 3.709
C -1.566 -0.558 3.390
C 2.962 0.127 -1.408
C 2.860 1.733 0.818
C 3.551 -0.909 1.094
C -0.829 -5.357 0.040
C 0.787 -3.726 2.007
C 1.287 -3.474 -0.929
H -4.459 -2.290 -3.916
H -4.859 -1.846 -1.463
H -1.318 2.329 2.154
H 0.311 2.598 2.815
H -1.003 2.031 3.898
H 2.036 0.575 3.459
H 1.452 -1.105 3.690
H 0.777 0.226 4.699
H -2.453 -0.539 2.748
H -1.744 0.007 4.312
H -1.321 -1.600 3.626
H 4.060 0.138 -1.343
H 2.635 1.023 -1.955
H 2.636 -0.760 -1.969
H 3.946 1.713 0.941
H 2.396 2.047 1.753
H 2.598 2.480 0.070
H 4.540 -0.486 0.856
H 3.519 -1.953 0.761
H 3.424 -0.917 2.184
H -0.122 -6.177 -0.106
H -1.424 -5.222 -0.867
H -1.489 -5.574 0.885
H 1.063 -4.724 2.356
H 0.072 -3.307 2.728
H 1.688 -3.099 2.021
H 1.729 -4.415 -1.294
H 2.103 -2.809 -0.593
H 0.804 -2.991 -1.798
C -2.403 -0.928 -1.276
C -1.773 -1.463 -2.453
C -1.793 -0.759 -3.676
C -2.388 0.536 -3.768
C -3.039 1.068 -2.623
C -3.015 0.363 -1.402
S -2.721 -1.863 0.123
H -1.016 -2.874 0.434
H -1.501 -2.509 -2.378
H -1.432 -1.275 -4.570
H -2.423 1.055 -4.731
H -3.619 1.979 -2.688
H -3.568 0.710 -0.525
S -1.145 3.546 -0.892
C 0.395 4.124 -0.463
N 1.446 4.213 -1.368
C 2.631 4.845 -1.084
C 2.852 5.384 0.160
C 1.848 5.240 1.135
C 0.633 4.660 0.800
H 1.277 3.865 -2.304
H 3.370 4.860 -1.885
H 3.794 5.883 0.399
H 1.989 5.644 2.142
H -0.202 4.595 1.488
*
```

---

C34H41BN8S3SbW as an isolated structure at a distorted geometry. Source: the Open Molecules 2025 dataset; level of theory: wB97M-V/def2-TZVPD.

Summary:
gap between HOMO and LUMO (alpha / beta)	4.2 / 4.2	eV
E_HOMO (alpha / beta)	0.06 / 0.06	eV
E	-3284.118092	a.u.
energy relative to the best compared isomer or geometry (same formula, charge and spin)	96.1	kcal/mol
F_max	16.39	eV/Å
LUMO (alpha / beta)	4.3 / 4.3	eV

Structure (ORCA input):
```
! RIJCOSX wB97M-V def2-TZVPD def2/J DEFGRID3
* xyz -2 2
W -0.236 0.514 -1.055
B 2.401 2.692 -0.487
N 2.338 1.333 0.233
C 3.280 0.843 1.147
C 2.857 -0.409 1.563
C 1.662 -0.646 0.885
N 1.472 0.596 0.059
N 1.271 3.067 -1.464
C 1.179 4.259 -2.195
C 0.019 4.204 -2.952
C -0.564 2.972 -2.657
N 0.387 2.358 -1.667
H 2.443 3.538 0.350
H 3.424 2.726 -1.096
H 4.176 1.364 1.463
H 3.363 -1.053 2.268
H 1.045 -1.546 0.971
H 1.897 5.070 -2.164
H -0.341 4.969 -3.625
H -1.500 2.590 -3.077
S -4.622 1.779 -1.370
Sb -3.139 3.131 -1.867
S -1.686 1.280 -2.847
S -1.611 2.233 -0.033
N 2.060 -0.338 -8.154
C 1.707 -0.204 -7.057
C 1.271 -0.038 -5.701
C 0.290 -0.884 -5.170
C -0.133 -0.721 -3.849
C 0.421 0.284 -3.059
C 1.397 1.128 -3.583
C 1.824 0.969 -4.903
H -0.149 -1.673 -5.779
H -0.894 -1.374 -3.430
H 1.822 1.908 -2.957
H 2.587 1.635 -5.302
C -2.083 -4.097 -2.167
C -1.972 -3.523 -0.785
C -2.391 -4.258 0.330
C -2.284 -3.711 1.615
C -2.730 -4.492 2.817
C -1.754 -2.423 1.782
C -1.325 -1.665 0.669
C -1.445 -2.237 -0.608
N -0.772 -0.342 0.743
C -0.540 0.476 1.934
C 0.481 -0.193 2.903
C 0.737 0.731 4.114
C 1.342 2.064 3.626
C 0.354 2.752 2.663
C -0.968 3.042 3.403
C -1.583 1.715 3.891
C -0.596 1.007 4.849
C -1.871 0.804 2.676
C 0.076 1.824 1.460
H -2.517 -5.119 -2.153
H -1.075 -4.151 -2.630
H -2.734 -3.448 -2.790
H -2.800 -5.252 0.199
H -3.126 -5.491 2.534
H -3.531 -3.935 3.347
H -1.872 -4.638 3.507
H -1.696 -2.058 2.788
H -1.124 -1.679 -1.478
H 1.439 -0.387 2.370
H 0.131 -1.164 3.288
H 1.452 0.239 4.809
H 2.307 1.873 3.106
H 1.552 2.727 4.493
H 0.793 3.708 2.304
H -1.678 3.561 2.722
H -0.778 3.714 4.269
H -2.535 1.928 4.425
H -1.036 0.052 5.212
H -0.408 1.652 5.736
H -2.577 1.314 1.983
H -2.387 -0.097 3.045
H 1.029 1.637 0.915
H -0.618 2.334 0.757
N 0.489 -2.387 -0.313
C 1.358 -3.414 -0.545
C 2.252 -2.950 -1.479
C 1.836 -1.633 -1.745
N 0.760 -1.287 -1.035
H -0.306 -2.366 0.318
H 1.263 -4.361 -0.035
H 3.087 -3.484 -1.908
H 2.270 -0.912 -2.426
H -1.610 -0.558 -0.947
*
```

---

- The highest E belongs to which entry?
  C5H8O

---

- Which formula does entry 7 have?
  C34H41BN8S3SbW

---

- Which formula does entry 6 have?
  C22H42LaNP3S2